(1)
The following is a quantum chemistry calculation of a structure of composition C19H28ClNdO8, from OMol25.

ORCA input file:
```
! RIJCOSX wB97M-V def2-TZVPD def2/J DEFGRID3
* xyz 2 4
Nd -0.3219 -0.4071 -0.1958
C -1.0079 0.9176 2.8145
C -1.6362 -0.4499 3.0366
O -1.7879 -1.1070 1.7610
C -3.0649 -1.7228 1.4931
C -3.4345 -1.4061 0.0518
O -2.3148 -1.6865 -0.8051
C -2.2855 -2.9601 -1.4702
C -0.9208 -3.5852 -1.2107
O 0.1015 -2.5819 -1.3436
C 0.8307 -2.6027 -2.5876
C 1.3842 -1.1966 -2.8483
O 1.7380 -0.5463 -1.6185
C 3.0178 -0.9457 -1.1075
C 3.1115 -0.4285 0.3062
O 1.9667 -0.9384 1.0098
C 2.0053 -0.7031 2.4239
C 1.4162 0.6618 2.7376
O 0.1852 0.8200 2.0173
H -0.7905 1.3878 3.7733
H -1.6868 1.5531 2.2501
H -2.6032 -0.3102 3.5190
H -1.0166 -1.0801 3.6787
H -3.8322 -1.3235 2.1552
H -2.9801 -2.7989 1.6610
H -3.6255 -0.3394 -0.0494
H -4.3191 -1.9596 -0.2597
H -2.4456 -2.7826 -2.5349
H -3.0697 -3.6204 -1.1009
H -0.7329 -4.4189 -1.8865
H -0.8604 -3.9533 -0.1853
H 0.1752 -2.8773 -3.4148
H 1.6277 -3.3434 -2.5052
H 0.6287 -0.5623 -3.3029
H 2.2459 -1.2542 -3.5138
H 3.8084 -0.5178 -1.7257
H 3.1017 -2.0348 -1.1053
H 3.1082 0.6653 0.3133
H 4.0301 -0.7849 0.7737
H 3.0278 -0.7722 2.7987
H 1.4183 -1.4995 2.8820
H 2.0868 1.4638 2.4240
H 1.2559 0.7584 3.8114
Cl 2.0106 6.6797 -0.3922
C 1.1143 5.2457 -0.6928
C -0.1084 5.3151 -1.3467
C -0.8507 4.1635 -1.5576
C -0.3504 2.9482 -1.1261
C 0.8941 2.8768 -0.4980
C 1.6315 4.0224 -0.2772
C -1.0420 1.6293 -1.1462
O -0.7269 0.7428 -1.9919
O -1.7077 1.2815 -0.1252
H -0.4782 6.2738 -1.6833
H -1.8042 4.2136 -2.0669
H 1.2771 1.8928 -0.2071
H 2.6063 3.9881 0.1910
*
```

Properties
M: 564.1 g mol⁻¹
LUMO (spin up / spin down): -5.36 / -5.07 eV
total energy: -64324.0738 eV
ΔE to the lowest compared entry with this formula, charge and spin: 0.00 kcal per mole
frontier orbital gap (spin up / spin down): 8.636 / 8.922 eV


(2)
The following is a quantum chemistry calculation of a structure of composition C7H19B2INOTb, from OMol25.

ORCA input file:
```
! RIJCOSX wB97M-V def2-TZVPD def2/J DEFGRID3
* xyz 2 7
C -0.2429 -3.1752 -1.1384
C -1.5313 -2.3349 -0.8712
C -1.2993 -1.5495 0.4471
N -1.9715 -0.2554 0.5507
B -1.0251 0.9446 0.2522
C 0.0164 0.7056 -0.9719
C 0.7929 1.9338 -1.5179
C 2.3400 1.8678 -1.2324
I 0.0664 3.8680 -0.9260
B -0.2688 1.2693 1.7588
C 1.2929 1.5270 1.9536
O -1.0818 1.2737 2.9331
H -0.2244 -4.0808 -0.5103
H 0.6783 -2.6094 -0.9179
H -0.1711 -3.5051 -2.1765
H -1.7008 -1.6866 -1.7320
H -2.3757 -3.0258 -0.7925
H -0.1599 -1.5340 0.6422
H -1.7602 -2.2282 1.2851
H -2.6116 -0.2418 -0.2427
H -1.7710 1.8854 0.1242
H -0.5682 0.2787 -1.8070
H 0.7809 -0.0684 -0.7442
H 0.7210 1.8922 -2.6094
H 2.8706 1.9160 -2.1886
H 2.6381 0.9201 -0.7682
H 2.6921 2.6929 -0.6113
H 1.5357 1.3734 3.0213
H 1.9403 0.8483 1.3801
H 1.5378 2.5783 1.7354
H -1.0700 0.4319 3.3939
Tb -0.0696 -1.9121 2.2809
*
```

Properties
M: 440.7 g mol⁻¹
LUMO (spin up / spin down): -9.91 / -9.87 eV
total energy: -42969.7097 eV
frontier orbital gap (spin up / spin down): 4.757 / 4.645 eV


(3)
The following is a quantum chemistry calculation of the ion C4H6NO with charge +1, from OMol25.

ORCA input file:
```
! RIJCOSX wB97M-V def2-TZVPD def2/J DEFGRID3
* xyz 1 1
C -0.2818 -0.8356 -0.0042
C -1.7839 -0.0528 0.0049
C 0.8785 -1.6675 -0.0201
C 0.1354 1.7350 -0.0105
N -0.5433 0.4730 -0.0125
O -2.9301 -0.1575 0.0110
H 0.6491 -2.6708 -0.3848
H 1.2162 -1.7834 1.0201
H 1.7136 -1.2150 -0.5670
H 0.7227 1.8414 -0.9239
H 0.8138 1.7893 0.8415
H -0.5901 2.5440 0.0456
*
```

Properties
M: 84.1 g mol⁻¹
LUMO: -5.42 eV
total energy: -7772.4617 eV
structure (SMILES): Cc1c(=O)[n+]1C
ΔE to the lowest compared entry with this formula, charge and spin: 56.16 kcal per mole
frontier orbital gap: 10.046 eV